# 1
A molecular structure, C25H39KN2PS2, computed with ωB97M-V with the def2-TZVPD basis set.

Geometry as XYZ:
```
70
Properties=species:S:1:pos:R:3:forces:R:3
K 0.141 -0.642 -0.342 0.4199 -0.3673 -0.2821
C -0.596 -1.015 2.892 0.0014 -0.1415 0.0706
N -1.577 -1.044 1.814 -0.1421 -0.0093 -0.1926
C -2.420 0.160 1.845 -0.1868 0.0068 0.1039
C -2.638 0.803 0.487 -0.0205 -0.0163 -0.0071
N -1.429 1.449 -0.026 -0.0681 0.2336 0.2589
C -1.559 1.754 -1.442 -0.0466 0.0894 -0.0474
C -0.992 2.598 0.745 -0.2323 -0.1526 -0.0797
C -1.912 3.622 0.961 0.1051 0.0948 0.0095
C -1.595 4.751 1.695 -0.0960 -0.0378 -0.0753
C -0.312 4.855 2.217 -0.0382 0.1522 0.0834
C 0.607 3.854 1.996 0.2024 0.0405 0.0883
C 0.315 2.693 1.261 0.0807 -0.1380 -0.0746
S 1.589 1.509 1.045 0.1632 0.2484 0.1092
C -2.359 -2.261 1.744 0.0493 0.0246 -0.0134
C -2.871 -2.774 2.933 -0.0741 -0.0800 0.0501
C -3.637 -3.928 2.976 0.0277 0.0584 0.1082
C -3.908 -4.580 1.781 -0.0692 -0.0778 0.1276
C -3.415 -4.075 0.600 -0.1013 -0.1901 -0.1132
C -2.628 -2.916 0.522 0.1179 0.1638 -0.2189
S -2.088 -2.438 -1.084 -0.0974 -0.0235 0.0684
H -1.046 -0.885 3.889 0.0565 0.0138 -0.0105
H 0.098 -0.191 2.714 0.0245 0.0267 0.0367
H -0.034 -1.950 2.899 0.0015 -0.0038 -0.0073
H -1.966 0.886 2.526 0.0405 0.0421 -0.0677
H -3.404 -0.095 2.266 0.0545 0.0666 -0.0015
H -3.480 1.509 0.558 -0.0518 -0.0116 0.0248
H -2.921 0.022 -0.223 0.0116 0.0152 0.0219
H -2.253 2.588 -1.640 0.0343 -0.0633 -0.0031
H -1.933 0.870 -1.961 0.0072 -0.0495 -0.0399
H -0.583 2.013 -1.850 0.0377 0.0547 -0.0476
H -2.899 3.524 0.526 -0.0603 0.0273 0.0258
H -2.328 5.532 1.851 -0.0332 0.0308 0.0073
H -0.023 5.720 2.801 -0.0255 0.0286 -0.0033
H 1.608 3.943 2.402 -0.0177 -0.0188 -0.0057
H -2.661 -2.244 3.853 -0.0133 -0.0115 0.0513
H -4.013 -4.303 3.920 0.0008 0.0041 -0.0071
H -4.503 -5.486 1.767 -0.0092 -0.0072 0.0287
H -3.627 -4.587 -0.331 0.0170 0.0210 -0.0043
C 1.957 -0.328 -4.774 -0.0615 -0.0970 -0.0146
C 2.782 0.877 -4.330 0.1443 0.2918 -0.0848
C 4.183 0.807 -4.933 0.0947 -0.0366 -0.0389
P 2.575 1.136 -2.498 -0.4015 -0.1794 0.1546
C 2.979 2.925 -2.213 0.1025 0.0219 0.1615
C 3.954 3.593 -3.174 0.0777 0.0390 -0.0872
C 1.685 3.724 -2.119 -0.0317 0.0949 -0.0565
C 3.954 0.280 -1.601 0.0464 0.0178 0.0650
C 3.887 -1.227 -1.814 -0.0377 -0.1545 -0.0131
C 5.380 0.795 -1.766 0.0610 0.0576 -0.0231
H 1.960 -0.413 -5.863 -0.0149 0.0005 -0.0437
H 0.924 -0.255 -4.435 -0.0085 0.0140 0.0079
H 2.366 -1.257 -4.374 0.0267 -0.0411 0.0267
H 2.288 1.773 -4.734 0.0165 -0.0619 0.0045
H 4.721 -0.073 -4.581 -0.0221 -0.0727 0.0097
H 4.791 1.678 -4.697 -0.0428 -0.0584 -0.0469
H 4.120 0.727 -6.022 -0.0128 0.0050 -0.0606
H 3.414 2.911 -1.207 -0.0232 0.0162 -0.0367
H 3.549 3.631 -4.189 -0.0099 0.0013 0.0013
H 4.915 3.082 -3.220 0.0003 0.0665 0.0289
H 4.138 4.625 -2.866 -0.0125 0.0283 0.0378
H 1.108 3.671 -3.047 -0.0085 -0.0174 -0.0554
H 1.900 4.779 -1.927 -0.0019 0.0182 0.0151
H 1.068 3.350 -1.307 -0.0545 -0.0064 0.0813
H 3.651 0.480 -0.564 0.0220 0.0153 -0.0417
H 4.198 -1.510 -2.820 0.0373 0.0036 -0.0740
H 2.878 -1.621 -1.668 0.0093 0.0314 0.0053
H 4.548 -1.743 -1.114 0.0082 0.0047 0.0162
H 5.750 0.676 -2.785 0.0079 -0.0205 0.0267
H 6.055 0.245 -1.105 0.0132 -0.0358 0.0391
H 5.458 1.848 -1.499 0.0058 0.0101 0.0232
```
Forces are in eV/Å.

Results
- Charge: -1
- E_LUMO: 2.4 eV
- Energy relative to the best compared isomer or geometry (same formula, charge and spin): 0.042 eV
- E_tot: -2823.289143 a.u.
- Gap between HOMO and LUMO: 0.226 hartree



# 2
3 unconnected molecules or ions with the total composition C5H12O, computed with ωB97M-V with the def2-TZVPD basis set.

Geometry as XYZ:
```
18
Properties=species:S:1:pos:R:3:forces:R:3
C 1.608 1.656 0.388 0.5650 0.1183 0.2533
C 0.576 -0.837 0.962 0.0093 0.1341 -0.2108
C -0.413 -1.286 0.113 0.0783 0.1912 -0.0133
C -1.828 -0.927 0.506 -0.1156 0.0727 -0.1058
C -0.169 0.002 -1.665 0.1899 -0.6341 0.2300
O -0.812 1.106 -1.441 0.5439 0.5143 0.8730
H 1.860 2.622 -0.078 -0.3945 -0.2138 -0.1868
H 2.463 0.993 0.205 -0.1802 0.0478 -0.0690
H 1.585 1.829 1.475 -0.3141 -0.1027 -0.2896
H 1.496 -1.402 1.126 0.0081 0.4731 -0.4631
H 0.378 -0.034 1.657 -0.0867 -0.1844 0.0822
H -0.267 -2.261 -0.361 0.0354 0.3030 -0.0370
H -1.861 0.109 0.861 -0.0619 -0.1250 -0.1195
H -2.552 -1.047 -0.304 0.0678 0.0495 0.0391
H -2.139 -1.569 1.340 -0.0237 0.1024 -0.1881
H -0.660 -0.705 -2.334 0.0072 0.2000 0.1627
H 0.918 0.111 -1.640 -0.1246 -0.4752 0.1726
H -0.184 1.640 -0.810 -0.2035 -0.4712 -0.1297
```
Forces are in eV/Å.

Results
- Charge: 0
- E_LUMO (alpha / beta): -0.3 / -0.8 eV
- Energy relative to the best compared isomer or geometry (same formula, charge and spin): 6.022 eV
- E_tot: -272.727341 a.u.
- Gap between HOMO and LUMO (alpha / beta): 0.273 / 0.220 hartree